# 1
Density functional theory data (wB97M-V/def2-TZVPD) for a 2-piece molecular cluster, C2H5BS2 overall in a non-equilibrium geometry.

Last column: Löwdin charge in e.
Cartesian coordinates (Å):
1 B 0.001 -3.795 -0.675  -0.563
2 C 0.227 2.260 -0.094  -0.447
3 C 0.008 1.027 0.750  -0.543
4 S -0.088 0.705 -0.988  0.733
5 S -1.055 -3.690 0.550  0.609
6 H 0.420 -3.540 -1.725  -0.050
7 H -0.497 3.054 -0.086  0.063
8 H 1.244 2.473 -0.384  0.045
9 H 0.738 0.638 1.635  0.137
10 H -0.998 0.867 1.017  0.016

Forces on the atoms, in the same order (eV/Å):
B -1.71 0.88 0.68
C 0.24 -1.42 0.06
C 1.76 -0.05 2.11
S 0.35 -0.41 -0.95
S 0.98 -0.43 -0.47
H 0.74 -0.42 -0.20
H -0.18 0.08 -0.18
H 0.12 0.62 0.67
H -1.29 0.78 -2.84
H -0.99 0.38 1.14

## Properties
LUMO	0.19	eV
gap between HOMO and LUMO	8.891	eV
structure (SMILES)	C1CS1.B=S
charge	0
2S+1	1
HOMO energy	-8.7008	eV

***

# 2
Density functional theory data (wB97M-V/def2-TZVPD) for an isolated ion of composition C6H8N and charge +1 in a non-equilibrium geometry.

Last column: Löwdin charge in e.
Cartesian coordinates (Å):
1 C 1.195 1.547 -0.031  0.115
2 C 0.189 0.735 -0.046  -0.053
3 C -3.106 -0.986 -0.124  0.182
4 C -1.474 0.851 0.151  0.080
5 C 1.496 0.113 -0.484  -0.266
6 C 2.261 -0.862 0.302  -0.058
7 N -2.351 0.012 0.031  0.063
8 H 1.786 2.285 0.327  0.090
9 H -3.583 -1.415 0.759  0.129
10 H -3.584 -1.132 -1.137  0.150
11 H -1.716 1.953 0.391  0.185
12 H 1.609 -0.023 -1.563  0.131
13 H 2.314 -0.597 1.284  0.052
14 H 3.227 -0.641 -0.072  0.087
15 H 1.739 -1.838 0.211  0.113

Forces on the atoms, in the same order (eV/Å):
C -1.08 -3.04 -0.19
C -3.61 0.17 -0.08
C -1.40 1.55 -0.83
C 5.05 3.51 0.35
C -2.04 0.83 -1.08
C -1.19 -0.47 -1.57
N -0.85 -2.42 -0.34
H 1.23 2.69 0.73
H 0.55 -0.43 -0.10
H 0.86 -0.14 1.05
H -0.03 -1.85 -0.46
H -0.02 0.14 0.16
H -0.18 0.64 3.01
H 1.42 -1.38 -0.46
H 1.30 0.20 -0.19

## Properties
LUMO	-5.38	eV
gap between HOMO and LUMO	8.530	eV
structure (SMILES)	C=[N+]=CC1=C[C@H]1C
charge	+1
2S+1	1
HOMO energy	-13.9132	eV

***

# 3
Density functional theory data (wB97M-V/def2-TZVPD) for one molecule with the formula C5H9NO in a non-equilibrium geometry.

Last column: Löwdin charge in e.
Cartesian coordinates (Å):
1 C -2.005 -0.213 0.324  -0.061
2 C -0.882 -0.110 -0.709  -0.275
3 C -0.053 1.190 -0.552  -0.161
4 C 0.952 0.509 0.353  -0.134
5 O 2.367 -1.176 0.274  -0.202
6 C 0.397 -0.845 -0.300  -0.256
7 N 1.081 -1.912 -0.371  0.182
8 H -2.753 0.565 0.126  0.083
9 H -1.627 -0.068 1.342  0.083
10 H -2.500 -1.187 0.282  0.080
11 H -1.273 -0.282 -1.715  0.135
12 H 0.445 1.426 -1.500  0.118
13 H -0.540 2.075 -0.152  0.107
14 H 0.667 0.422 1.408  0.116
15 H 1.967 0.946 0.347  0.110
16 H 3.198 -1.541 0.623  0.075

Forces on the atoms, in the same order (eV/Å):
C -0.03 -0.08 0.04
C -0.13 -0.10 -0.16
C -0.48 0.54 -0.11
C -0.75 -0.09 -0.23
O 0.28 -0.73 -0.26
C 1.44 1.16 0.91
N 1.42 1.65 0.90
H 0.14 -0.17 0.01
H -0.05 -0.01 -0.18
H 0.05 0.10 0.01
H 0.14 -0.25 0.12
H -0.19 0.09 0.16
H -0.33 0.10 -0.16
H -0.21 0.28 -0.16
H -0.59 -0.72 -0.36
H -0.71 -1.78 -0.53

## Properties
LUMO	0.85	eV
gap between HOMO and LUMO	10.784	eV
structure (SMILES)	C[C@H]1CC/C1=N\O
charge	0
2S+1	1
HOMO energy	-9.9306	eV

***

# 4
Density functional theory data (wB97M-V/def2-TZVPD) for a 2-piece molecular cluster, C5H7Br2N3S overall in a non-equilibrium geometry.

Last column: Löwdin charge in e.
Cartesian coordinates (Å):
1 C 1.852 2.050 -1.675  -0.324
2 C 2.758 2.386 -0.823  -0.451
3 C -0.931 -2.203 -0.240  -0.406
4 C -0.476 -1.119 1.801  -0.370
5 C 0.357 -1.713 0.610  -0.394
6 N 0.816 -0.022 -0.962  -0.031
7 N 1.038 0.938 -1.637  0.049
8 N 1.211 -0.802 -0.106  0.067
9 S -2.101 -1.290 0.874  0.796
10 Br 3.212 1.876 0.968  0.607
11 Br -4.422 3.298 0.416  0.393
12 H 1.843 2.433 -2.712  0.109
13 H -0.881 -1.958 -1.268  0.040
14 H -1.092 -3.282 -0.332  0.066
15 H -0.213 -1.935 2.589  0.113
16 H -0.248 -0.185 2.124  0.020
17 H 0.974 -2.577 0.694  0.110
18 H -3.695 4.105 -0.320  -0.394

Forces on the atoms, in the same order (eV/Å):
C 0.53 0.02 -1.99
C 1.61 0.23 2.72
C 0.63 -0.02 1.26
C 0.41 -5.40 -0.68
C -2.56 0.08 -2.67
N -1.42 -0.28 0.67
N -1.54 -1.00 -1.03
N 1.69 0.66 0.56
S 1.39 -0.33 0.18
Br -0.47 0.51 -1.45
Br -2.02 -2.26 2.05
H -0.04 0.39 0.94
H -0.16 1.22 -1.00
H 0.06 0.00 0.97
H -1.38 1.69 -0.65
H 0.73 2.73 0.87
H 0.50 -0.47 1.30
H 2.03 2.25 -2.05

## Properties
LUMO (spin up / spin down)	-0.49 / -1.16	eV
gap between HOMO and LUMO (spin up / spin down)	8.388 / 6.747	eV
charge	0
2S+1	1
HOMO energy (spin up / spin down)	-8.8807 / -7.9109	eV